No. 1
# C38H52F4HfN5OS

A molecular structure, C38H52F4HfN5OS (ωB97M-V/def2-TZVPD, the Open Molecules 2025 dataset).

Values from the calculation:
**Energy relative to the best compared isomer or geometry (same formula, charge and spin)**: 0.0 kcal per mole
**Total charge**: +3
**Highest occupied orbital energy**: -16.4 eV

Geometry as XYZ:
```
102
Properties=species:S:1:pos:R:3:lowdin_charge:R:1
H -2.58060 -3.17887 0.33917 0.14
H 0.95016 2.29013 -1.45692 0.11
C 4.91863 -3.29407 -3.41550 0.13
H -0.28256 0.48280 4.64406 0.13
C 3.65426 1.07326 0.09727 -0.05
C -4.07290 2.73678 -2.80009 -0.55
C 3.63215 -1.28728 -3.89411 -0.15
H -1.63504 -5.35831 -3.73671 0.14
H -5.36072 2.40298 -1.04768 0.08
C 0.05253 -0.01628 2.61534 -0.10
S 3.50736 -1.48958 2.78658 0.79
C -2.67614 1.78901 -0.91333 0.08
O 1.07129 -2.35151 1.15022 -0.29
C -1.61535 -4.30123 -1.87085 0.03
H 0.95928 -1.98375 -3.39373 0.09
H -2.26111 0.58520 5.82443 0.09
C 0.73160 -3.78283 1.09651 -0.15
C 3.07762 -1.30130 -2.61947 -0.20
H -1.06568 -3.66315 2.27095 0.13
H -3.75799 0.66462 4.88340 0.10
H 0.86615 -0.68210 2.85996 0.08
H 1.09364 -4.16454 0.14104 0.13
H -1.81219 3.70114 5.96626 0.10
H -2.11503 1.28918 -4.20527 0.13
C -0.76284 -3.91606 1.25485 -0.13
Hf 0.95542 -0.75828 -0.46030 1.87
H -6.20466 2.83316 -2.52138 0.10
C -1.64856 1.52579 3.32958 -0.10
C 1.99236 1.97606 -1.38968 -0.18
F 3.26665 -0.35878 -4.77718 0.13
H 0.75314 2.57694 0.83908 0.09
C -4.22456 2.63170 -4.31673 -0.05
H -0.27241 -0.00165 -3.22837 0.11
H -3.03254 3.97167 3.22019 0.10
H 3.84760 0.73189 1.10947 0.05
C -1.29970 0.93130 1.01671 -0.20
H 1.77738 -2.20779 1.82825 -0.05
H -3.36087 3.03625 -4.84657 0.09
C 3.45760 -2.34483 -1.80021 -0.13
H 3.42837 1.16746 -2.79038 0.13
C -1.98148 1.64885 1.98173 0.09
H 0.06136 -3.81286 -4.75937 0.13
H 4.82064 -3.15267 1.70778 0.03
H 1.89964 1.80891 1.96252 0.09
H -2.78210 2.30954 1.69215 0.11
H 2.60732 2.87922 -1.44294 0.14
F 2.85574 -2.34150 -0.55164 -0.01
H 5.13402 -3.12682 3.45128 0.06
F 5.04626 -2.20977 -5.48781 0.16
C 2.37900 1.02914 -2.52580 -0.18
H -3.71289 4.33415 -1.33711 0.09
C -2.99716 1.26078 5.38855 -0.02
H -3.35032 2.27813 -0.22779 0.12
H -3.47852 1.79119 6.20931 0.10
H 4.08030 -1.25632 5.11260 0.06
C -0.59944 0.64829 3.62435 0.04
F 4.64670 -4.28138 -1.27667 0.13
C -1.31072 3.11652 5.19629 -0.02
H -3.90867 3.73943 4.72093 0.10
H 4.80662 0.02678 4.10890 0.06
H -1.35132 -1.96542 0.54160 0.08
H -1.02789 -4.96324 1.09321 0.14
H 1.28727 -4.27107 1.89447 0.15
C -0.27312 -3.68972 -3.73935 0.00
C -3.44008 3.21266 3.89130 -0.05
H 1.79690 1.27916 -3.41676 0.12
H -2.88779 4.57487 -2.88611 0.10
N -0.12727 -2.43713 -1.69030 0.00
C -2.90825 1.90624 -2.28992 -0.10
C -1.50554 -3.01389 0.26449 -0.12
H 4.00617 0.31994 -0.60371 0.09
H 5.84858 -1.87973 2.39508 0.06
H -0.79239 3.81212 4.53446 0.10
C 3.91621 -0.57390 4.28222 -0.34
H -4.62868 4.81932 -2.75864 0.11
H -2.36678 -4.92040 -1.39966 0.14
N -0.76266 0.41891 -1.26727 -0.04
N -0.26832 0.11256 1.31187 -0.04
H 2.42571 3.15361 0.93546 0.12
H -4.23051 2.66575 3.37360 0.09
C -2.35720 2.28417 4.43658 -0.55
H -5.56385 1.20372 -2.33459 0.10
H 3.08363 0.08529 4.52246 0.03
H 4.18467 2.01066 -0.08449 0.12
C 0.23605 -2.66572 -2.97614 -0.11
C -3.79878 4.20176 -2.41673 -0.02
C 1.78621 2.26920 0.98354 -0.05
C -5.36843 2.25665 -2.12813 -0.02
C 4.97889 -2.50830 2.57072 -0.33
C -1.61324 1.06187 -0.42845 -0.17
N 2.18961 1.30975 -0.07353 -0.33
C 4.35159 -3.32877 -2.15366 -0.20
H -0.56959 2.49125 5.69414 0.09
C -1.21368 -4.53739 -3.17174 0.02
N 2.15552 -0.36298 -2.09374 -0.18
H -4.39102 1.60361 -4.64291 0.10
H 5.62581 -4.04846 -3.73172 0.16
C -2.01042 1.24952 -3.13205 0.06
C 4.54760 -2.27000 -4.26826 -0.18
C -0.97161 0.52363 -2.59282 -0.09
C -1.07007 -3.24830 -1.15140 -0.26
H -5.09001 3.21344 -4.62927 0.10
```

No. 2
# C38H53AsN3NaP2SeSi2

A molecular structure, C38H53AsN3NaP2SeSi2 in a non-equilibrium geometry (ωB97M-V/def2-TZVPD, the Open Molecules 2025 dataset).

Values from the calculation:
**Energy relative to the best compared isomer or geometry (same formula, charge and spin)**: 19.5 kcal per mole
**Total charge**: -2
**Highest occupied orbital energy**: -1.6 eV

Geometry as XYZ:
```
101
Properties=species:S:1:pos:R:3:lowdin_charge:R:1
H 2.31375 -3.56994 -1.45803 0.00
C -0.64979 -3.78271 -3.06821 -0.19
H -2.65838 3.73875 -2.17876 0.01
H 2.16742 2.34637 0.71932 0.03
H 0.34604 5.97293 -0.61569 0.02
C 3.34950 -0.64605 -2.65886 -0.43
C 1.34710 -4.21749 3.78586 -0.12
C 4.78172 -0.46866 -3.15284 -0.18
C -3.20220 1.52607 -0.71468 -0.10
H -5.16223 -2.57487 -1.05560 0.10
H -1.73632 -3.76345 -3.19357 0.02
H 1.86607 -4.52062 -0.03941 0.01
H 5.49812 -0.30824 -0.38509 0.05
Si -0.16484 -3.64527 -1.24128 0.32
H -2.90934 1.84194 2.63785 0.11
H 0.94587 1.41265 2.91506 0.08
P -0.75553 1.49222 0.62235 0.60
H 2.67710 -0.00295 -3.23559 0.05
H -6.25167 -2.44752 1.15862 0.09
C 4.64496 -0.78791 0.10240 -0.44
H -0.82307 -5.34121 0.52453 0.01
C -4.57897 1.63296 -0.83221 -0.09
H 4.59749 -0.41452 1.12860 0.05
H 1.86548 -4.83669 4.50973 0.08
H 2.80847 2.14793 -1.64490 0.04
H -1.91963 5.34149 -2.25854 0.02
C -4.57887 -2.30792 -0.18131 -0.09
C 3.21911 2.41149 0.45116 -0.18
H -1.78821 4.22509 1.27426 0.09
H -2.72008 -2.10533 -1.26233 0.09
H -1.74099 -3.73987 2.48749 0.09
H -2.57799 1.39149 -1.59175 0.09
H -0.17707 3.01075 -3.85289 -0.02
C 3.44413 1.69874 -0.87767 -0.44
C -1.99652 4.43190 -1.65560 -0.18
H -5.36521 2.04878 2.43075 0.09
H -1.26957 5.81984 3.08453 0.09
H -5.04788 1.57408 -1.80806 0.10
Na -0.03910 0.01766 -1.57219 -0.13
N 0.86782 0.26935 -6.62078 -0.04
H 0.48904 4.63153 -3.60186 0.02
H -2.50626 -1.32654 2.91869 0.11
H -6.43578 1.92780 0.20958 0.09
H 0.39283 5.22895 4.82342 0.08
C 1.60795 -4.31564 -1.08249 -0.17
H 3.49013 3.46920 0.39574 0.06
C -2.58284 1.62741 0.53086 -0.27
H 0.91744 4.74980 0.52421 0.00
N -0.19054 -2.01235 -0.76586 -0.30
H 4.84765 -0.68394 -4.22244 0.06
H 4.48698 1.80115 -1.19460 0.05
C -2.45992 -1.72463 0.81800 -0.28
C -0.77096 4.85668 3.05429 -0.11
C -0.00879 -2.59457 1.94015 -0.26
H 1.74631 -5.23590 -1.65967 0.02
C -3.22151 -2.04587 -0.30227 -0.10
H 3.01256 -1.66976 -2.83660 0.05
C 0.80095 3.29656 3.97379 -0.10
As 2.94473 -0.20571 -0.76917 1.26
C -3.09316 -1.62283 2.05635 -0.11
C -1.06511 3.95910 2.03712 -0.12
C 1.36945 -2.45686 2.15078 -0.11
H 1.45326 3.20102 -3.21583 0.01
H 3.80660 1.95466 1.25340 0.06
H 4.75080 -2.69467 -0.92329 0.05
C 0.16364 4.53037 4.02603 -0.12
H -4.92843 -1.83132 3.14986 0.09
H -1.56542 -5.71488 -1.03949 0.02
H 1.78597 5.01677 -0.98743 0.01
C -4.75523 1.90584 1.54510 -0.10
C -5.35918 1.83534 0.29639 -0.11
C 4.78413 -2.30863 0.09859 -0.19
H 3.95682 -2.76471 0.64513 0.04
H -2.22314 -4.42226 -0.03165 0.01
C -0.01061 -4.38403 3.56856 -0.11
C -5.19067 -2.24603 1.06136 -0.11
C 0.49081 2.39602 2.96464 -0.10
C -0.68230 -3.58268 2.65028 -0.11
C -4.44558 -1.89489 2.18054 -0.10
C -0.44298 2.71285 1.98018 -0.28
H -0.28317 -4.71797 -3.50581 0.01
C 0.44234 3.61671 -3.18917 -0.19
Se -0.88628 0.07829 -4.24991 0.50
C 0.79026 4.97566 -0.53617 -0.18
C 0.18990 0.19726 -5.67914 -0.98
H -2.48134 4.69122 -0.71011 0.01
H 5.72264 -2.64289 0.55020 0.06
C -0.08227 0.05994 1.20960 -0.41
H -0.24022 -2.95045 -3.64460 -0.01
H 5.46937 -1.14051 -2.63361 0.05
H 1.88203 -1.69055 1.58027 0.06
P -0.65778 -1.42518 0.65751 0.58
N -0.16318 2.10427 -0.75060 -0.28
Si -0.26579 3.65587 -1.43352 0.32
C -3.37925 1.79380 1.66207 -0.09
H 3.10664 -3.12388 3.22362 0.09
H -0.55463 -5.14770 4.11467 0.09
C -1.29765 -4.90363 -0.35643 -0.17
H 5.12709 0.55545 -2.99745 0.05
C 2.04135 -3.25232 3.06264 -0.10
H 1.53362 3.03304 4.72889 0.09
```

No. 3
# C38H53AuNO2PS3

A molecular structure, C38H53AuNO2PS3 (ωB97M-V/def2-TZVPD, the Open Molecules 2025 dataset).

Values from the calculation:
**Energy relative to the best compared isomer or geometry (same formula, charge and spin)**: 0.0 kcal per mole
**Total charge**: +2
**Highest occupied orbital energy**: -13.3 eV

Geometry as XYZ:
```
99
Properties=species:S:1:pos:R:3:lowdin_charge:R:1
C 2.08522 3.57962 2.62329 -0.07
H -4.63187 1.11550 2.01242 0.13
H 3.14337 5.04276 3.78506 0.11
H 3.54882 -1.58914 -3.70981 0.09
C 2.88239 -4.99183 3.63755 -0.05
C 3.21954 4.28881 3.01304 -0.06
H 0.67042 -5.29006 -4.26828 0.07
H -4.00120 0.90884 -1.77208 0.10
H 1.58832 -2.94672 -4.45954 0.09
C 3.68038 -3.92210 1.63144 -0.05
C -2.17818 -4.94098 1.73618 -0.05
C -0.29921 -5.32227 -3.77166 -0.13
H 0.79940 4.38819 -0.30408 0.10
H 1.10135 3.51921 -3.21477 0.12
C 4.44566 4.02736 2.42423 -0.05
H -4.25881 -5.12022 2.22004 0.12
C -2.55146 5.01641 1.95187 -0.06
H -1.88724 -0.46079 0.93953 0.06
H -4.66704 6.29933 -0.36904 0.12
C -0.88929 -0.55364 -3.74241 -0.15
H 0.00862 -0.31165 -4.31055 0.07
C 1.78787 -2.79891 -3.39552 -0.38
H -2.15417 -5.85690 1.16075 0.12
H -4.40533 2.38686 -0.83841 0.09
N 0.26079 -1.09227 1.48598 -0.47
H -1.81774 0.90241 -0.11222 0.15
S 3.57113 1.12006 -0.21585 1.00
C 0.41048 4.35644 -1.32583 -0.30
C -1.06774 -3.03636 2.65414 -0.42
H 3.08776 3.91666 -0.92142 0.11
H 2.54520 -2.21645 0.95428 0.04
O -0.56825 2.01268 -0.46761 -0.57
C 2.61955 -3.02295 1.67525 -0.10
C 2.50509 1.90143 -1.46237 -0.32
H 1.51284 1.71422 -1.05237 0.05
C -3.59752 5.75591 1.41135 -0.05
H -2.89270 1.21512 2.34633 0.11
H 5.50333 2.82506 0.98202 0.12
H 0.43916 -5.06699 -1.74411 0.08
H -0.94299 3.64190 1.52927 0.10
H -4.20964 6.37181 2.05639 0.12
C 1.69722 -3.14393 2.69965 -0.42
H -2.35144 5.05895 3.01456 0.12
C 3.80534 -4.90500 2.59975 -0.05
H -1.03564 -2.55714 -4.55881 0.09
C -2.48864 -0.08860 0.11440 -0.02
H -1.73596 -0.13212 -4.28438 0.08
C -3.85532 5.71797 0.04660 -0.05
C -1.75888 4.23193 1.12773 -0.09
H 1.10556 -4.16085 4.50811 0.12
H 2.07665 -0.64747 -3.49361 0.05
H 2.34222 -3.67778 -3.05469 0.09
C 1.50893 4.07152 -2.36215 -0.21
H -5.33709 0.91796 -0.61094 0.13
H -3.75775 2.56693 1.54815 0.08
H 3.55047 3.43823 -2.54000 0.12
H 1.82058 5.03842 -2.75807 0.12
C 2.75052 3.36536 -1.80227 -0.21
H -3.25399 4.90517 -1.85403 0.12
C -3.36249 -4.52503 2.33325 -0.05
H 4.41783 -3.83883 0.84422 0.11
C -0.27026 -4.59466 -2.42909 -0.40
P 0.19639 -2.83454 -2.50263 0.76
H -0.08731 -4.52352 1.44921 0.11
H -0.55478 -6.37044 -3.62318 0.08
O 2.74820 -0.06140 0.22582 -0.59
C 4.54784 3.04917 1.44012 -0.07
C -4.32974 1.30043 -0.81193 0.01
H -2.02256 -2.30202 -3.13025 0.08
H 5.32569 4.57386 2.73450 0.12
H -1.04214 -4.89794 -4.44646 0.07
C -3.67105 1.48482 1.63541 0.01
C -2.02519 4.20329 -0.23543 -0.42
H 4.63408 -5.59902 2.56066 0.12
Au 0.24759 -1.88851 -0.44857 0.72
S -0.99522 3.21557 -1.30573 1.02
C 2.61087 -1.53638 -3.15770 -0.15
C -3.06546 4.93790 -0.78703 -0.09
H -0.80963 -0.05609 -2.77104 0.04
C 2.17564 2.61119 1.63921 -0.09
C -3.39680 -3.36627 3.09692 -0.06
H -0.07081 5.31455 -1.53314 0.10
H 2.99283 -5.74925 4.40145 0.12
H -2.24368 -1.72463 3.88112 0.11
C -1.05586 -2.06486 -3.58446 -0.39
H 2.61967 1.27265 -2.34670 0.08
H 1.29588 2.06633 1.30819 0.09
H 0.84639 -0.26535 1.58806 -0.02
H 2.83697 -1.41125 -2.09782 0.04
H -2.40045 -0.59236 -0.84246 0.09
C -1.01888 -4.19819 1.89513 -0.09
H -4.31346 -3.06423 3.58540 0.11
C 3.41259 2.35758 1.05393 -0.41
C -2.24185 -2.61498 3.26317 -0.09
C 1.82472 -4.10197 3.69947 -0.08
C -3.47058 0.85389 0.31053 -0.28
H 1.13433 3.78777 3.09816 0.10
H -1.24521 -4.63402 -1.93589 0.08
S 0.34682 -1.97917 2.83308 1.08
```

No. 4
# C38H53BeN5O5

A molecular structure, C38H53BeN5O5 in a non-equilibrium geometry (ωB97M-V/def2-TZVPD, the Open Molecules 2025 dataset).

Values from the calculation:
**Total charge**: 0
**Highest occupied orbital energy**: -5.0 eV

Geometry as XYZ:
```
102
Properties=species:S:1:pos:R:3:lowdin_charge:R:1
H -4.07148 -7.36521 14.42246 0.08
C -3.18555 -8.28593 9.47234 -0.15
H 4.37655 -14.46512 12.99204 0.10
C -2.65791 -5.04527 12.92348 -0.14
H -0.92360 -3.48992 16.94014 0.05
H -4.22792 -10.06213 12.61598 0.09
H -1.17455 -14.00564 14.93134 0.09
N -2.43465 -8.11725 10.58820 0.03
N 3.99831 -8.45535 17.89235 0.05
C 3.12434 -12.73254 13.12701 -0.10
C -4.73901 -9.67649 10.56302 -0.05
H -1.76182 -6.89842 17.21044 0.08
C -5.15900 -4.71429 11.89668 -0.06
C -4.90629 -4.28994 13.20150 -0.05
C -5.50444 -7.49916 16.03112 -0.50
H -0.41419 -3.24544 9.93706 0.10
C 4.29878 -7.48828 17.05989 -0.17
C 2.96054 -11.42366 13.55250 -0.07
C -6.51604 -8.45422 16.58752 -0.01
H -3.68887 -4.96712 19.77876 0.09
H -0.86767 -8.07333 14.75353 0.09
H 1.26346 -7.51972 15.91582 0.07
H -3.24185 -6.16158 16.50638 0.05
O -0.33532 -7.33362 12.91399 -0.36
N 5.25244 -12.99439 14.15781 0.05
O -3.24957 -7.88043 18.78029 0.05
H 0.92650 -2.27753 14.81247 0.06
H -6.41151 -9.49746 16.29508 0.08
C 3.97055 -10.97030 14.38294 -0.07
H 0.68444 -1.13820 10.53358 0.11
H 0.05849 -12.74973 15.47490 0.09
H -1.47804 -2.93083 15.33814 0.05
C 5.89504 -6.56760 18.52953 -0.08
C 5.11742 -11.74515 14.59525 -0.15
H 5.96672 -11.31245 15.10925 0.10
H 4.09688 -9.13773 19.81680 0.10
C -3.32559 -6.69223 18.54085 -0.49
H -4.20737 -5.28652 10.07119 0.10
N 0.47808 -4.35563 11.46058 0.02
C -2.74762 -8.89199 11.61984 -0.12
H 2.01110 -10.95252 13.33746 0.10
C 2.01722 -2.09859 11.92425 -0.03
H 3.73469 -7.37920 16.13770 0.08
H -2.07052 -5.20674 17.55880 0.07
H 0.67730 -6.07407 15.05028 0.05
C -4.34181 -9.02429 9.39515 -0.05
H 1.36817 -5.30926 12.97789 0.08
C -0.42500 -13.26168 14.64409 -0.02
H 6.56699 -5.79268 18.87912 0.10
C -2.55087 -6.15893 17.34669 -0.01
H 0.23574 -13.86302 14.02371 0.08
H -0.35582 -4.26197 15.44979 0.03
H 2.42042 -13.26047 12.49192 0.10
H -1.69156 -5.28176 13.35607 0.09
H 1.93720 -6.91349 14.35939 0.06
O -1.15672 -12.11676 12.68717 0.06
H -1.26321 -10.49496 15.23222 0.08
C 0.32751 -3.25907 10.72663 -0.15
H -6.18535 -4.81459 11.57113 0.10
H -4.98599 -9.09438 8.53181 0.11
H -2.64335 -10.57650 14.17410 0.04
O -5.60266 -6.30582 16.19699 0.06
C -4.47236 -8.10733 15.12137 -0.01
H -7.54011 -8.19442 16.31341 0.09
O 0.08284 -1.00396 16.19222 -0.28
H -5.64383 -10.26303 10.65931 0.11
C -1.15925 -12.18613 13.89658 -0.50
C 2.17740 -3.26493 12.66518 -0.05
H -6.45715 -8.38585 17.67664 0.09
C 5.27960 -6.51701 17.29358 -0.06
C 0.46932 -2.23771 15.82924 -0.57
C -3.64167 -4.48769 13.72365 -0.05
H 0.48470 -8.87261 13.89063 0.09
C 0.98765 -2.06663 10.99541 -0.04
H -3.50787 -8.28341 15.61134 0.08
H 2.91686 -3.26568 13.45430 0.12
C 0.02442 -7.89782 14.12877 -0.45
C 1.33660 -4.34080 12.49492 -0.11
C 5.52181 -7.52755 19.47045 -0.07
H -2.82528 -7.69814 8.63709 0.10
H 3.89641 -9.95786 14.76126 0.09
C 4.24181 -13.48086 13.42149 -0.16
H -2.55747 -11.66117 15.49131 0.09
H 5.87913 -7.74646 20.46902 0.10
H 1.34615 -2.56921 16.43539 0.09
C -3.94262 -9.60078 11.68221 -0.05
C -0.62176 -3.30246 15.90962 -0.12
H 5.67666 -5.87896 16.51771 0.10
H -3.44871 -4.17144 14.73923 0.10
C 1.02444 -7.10670 14.93587 -0.10
H -2.13985 -8.86249 12.51699 0.09
C -4.24382 -5.78627 19.31690 -0.02
H -4.73945 -6.29337 20.14373 0.08
H -5.01596 -5.39080 18.65443 0.08
C 4.57013 -8.47085 19.10770 -0.15
C -1.93398 -11.19279 14.72541 -0.02
N -2.86060 -5.36049 11.64722 0.04
C -4.08721 -5.14870 11.13871 -0.15
H -4.93600 -8.97112 14.65529 0.07
H -5.66906 -3.90559 13.86476 0.12
H 2.62124 -1.24507 12.19660 0.12
Be -0.57315 -6.50386 10.80557 0.86
```